*1*
C2H6O2 | the ωB97M-V functional and the def2-TZVPD basis

Each atom is followed by the atoms it is bonded to, with distances in Å.
Atoms and positions in Å:
1 O 0.6407 -0.9010 -1.0881  C2 1.421, H5 0.965
2 C 0.1688 0.3879 -0.7207  O1 1.421, C3 1.541, H6 1.094, H7 1.098
3 C -0.1436 0.4451 0.7874  C2 1.541, O4 1.410, H8 1.101, H9 1.095
4 O -0.6288 -0.8027 1.2309  C3 1.410, H10 0.968
5 H -0.1374 -1.4500 -1.2469  O1 0.965
6 H 0.9660 1.0922 -0.9763  C2 1.094
7 H -0.7186 0.6513 -1.3108  C2 1.098
8 H 0.7495 0.7423 1.3589  C3 1.101
9 H -0.9249 1.1832 0.9975  C3 1.095
10 H 0.0758 -1.4276 1.0077  O4 0.968

Values from the calculation:
* HOMO-LUMO gap: 11.17 eV
* highest occupied orbital energy: -10.28 eV
* LUMO: 0.891 eV

Want to see where the charge sits? The Mulliken charges in e are: O -0.564; C -0.302; C -0.286; O -0.529; H 0.318; H 0.276; H 0.240; H 0.227; H 0.296; H 0.324

---

*2*
C2H6O2 | the ωB97M-V functional and the def2-TZVPD basis

Each atom is followed by the atoms it is bonded to, with distances in Å.
Atoms and positions in Å:
1 C 1.4612 0.9228 -0.2647  C2 1.329, H4 1.081, H5 1.073
2 C 0.4519 1.0210 -1.1229  C1 1.329, O3 1.368, H6 1.078
3 O -0.6633 0.2283 -1.1098  C2 1.368, H7 0.969
4 H 1.3930 0.1509 0.4895  C1 1.081
5 H 2.2423 1.6575 -0.3094  C1 1.073
6 H 0.2782 1.9503 -1.6416  C2 1.078
7 H -0.6995 -0.1114 -0.2036  O3 0.969
8 O -1.6618 -1.7902 1.0714  H9 0.963, H10 0.969
9 H -1.6874 -1.4412 1.9681  O8 0.963
10 H -1.1145 -2.5879 1.1230  O8 0.969

Values from the calculation:
* HOMO-LUMO gap: 9.64 eV
* highest occupied orbital energy: -9.07 eV
* LUMO: 0.566 eV

Want to see where the charge sits? The Mulliken charges in e are: C -0.729; C 0.122; O -0.431; H 0.227; H 0.239; H 0.312; H 0.270; O -0.659; H 0.324; H 0.327

---

Question: of the structures shown, which is the most stable? Reply: *1*.